Record 1
Here is a 8-piece molecular cluster, C22H52Cl6N6O6 overall at a distorted geometry from the Open Molecules 2025 dataset. Energies are from wB97M-V/def2-TZVPD.

Structure (ORCA input):
```
! RIJCOSX wB97M-V def2-TZVPD def2/J DEFGRID3
* xyz 0 1
C 1.800 6.576 3.100
O 0.839 7.460 3.642
C -0.374 6.706 3.962
C -1.543 7.676 4.395
C -1.986 8.451 3.219
N -1.178 8.631 5.476
H 2.136 5.858 3.847
H 2.518 7.377 2.922
H 1.457 6.122 2.170
H -0.607 6.111 3.079
H -0.141 5.979 4.740
H -2.339 7.110 4.877
H -1.241 9.180 2.902
H -2.934 8.984 3.289
H -2.091 7.848 2.317
H -1.149 8.365 6.450
H -0.291 9.082 5.304
C -6.640 3.977 -2.437
O -6.431 2.721 -1.757
C -7.283 2.613 -0.626
C -6.461 1.815 0.452
C -6.323 0.360 0.039
N -7.092 1.982 1.765
H -6.473 4.764 -1.702
H -7.633 3.859 -2.870
H -5.910 4.094 -3.237
H -7.480 3.587 -0.177
H -8.269 2.250 -0.916
H -5.568 2.433 0.545
H -7.308 -0.105 0.072
H -5.722 -0.109 0.817
H -5.830 0.248 -0.927
H -7.177 2.950 2.040
H -6.645 1.505 2.534
Cl 1.898 -1.507 -2.021
C 2.052 -1.018 -0.278
Cl 0.755 0.059 0.273
Cl 3.638 -0.365 0.057
H 1.970 -1.890 0.371
Cl -0.842 -4.224 7.765
C -0.650 -3.237 6.359
Cl -1.463 -4.108 5.025
Cl 1.042 -2.972 5.928
H -1.029 -2.225 6.502
C 4.960 -8.194 5.505
N 4.214 -8.505 4.324
C 3.346 -9.725 4.252
C 4.301 -7.606 3.325
O 3.700 -7.786 2.294
H 4.528 -8.698 6.370
H 5.076 -7.151 5.800
H 6.000 -8.490 5.369
H 2.688 -9.705 5.121
H 2.734 -9.774 3.352
H 4.073 -10.517 4.435
H 4.948 -6.777 3.652
C -2.264 -7.446 -1.714
N -3.425 -7.880 -2.519
C -3.273 -7.513 -3.961
C -4.507 -8.414 -1.921
O -5.526 -8.636 -2.505
H -2.554 -7.488 -0.664
H -2.111 -6.393 -1.953
H -1.316 -7.976 -1.801
H -2.283 -7.816 -4.300
H -4.114 -8.005 -4.450
H -3.438 -6.451 -4.144
H -4.265 -8.575 -0.859
C 0.715 5.022 -4.379
N 1.139 6.378 -4.489
C 0.180 7.166 -5.161
C 2.302 6.770 -3.949
O 2.703 7.947 -3.889
H 1.381 4.178 -4.203
H 0.359 4.724 -5.365
H -0.192 4.931 -3.780
H 0.469 8.200 -4.971
H 0.114 7.032 -6.241
H -0.835 7.020 -4.791
H 2.844 5.927 -3.493
C 7.340 -1.051 -5.685
N 7.769 -2.011 -4.677
C 6.927 -3.198 -4.549
C 8.841 -1.916 -3.886
O 9.109 -2.884 -3.065
H 6.325 -0.674 -5.559
H 7.299 -1.485 -6.684
H 7.929 -0.134 -5.657
H 6.627 -3.330 -3.509
H 6.215 -3.002 -5.350
H 7.515 -4.052 -4.887
H 9.435 -1.008 -4.076
*
```

Computed properties:
LUMO energy	0.01	eV
HOMO-LUMO gap	0.334	hartree
SMILES string	COC[C@H](C)N.COC[C@H](C)N.ClC(Cl)Cl.ClC(Cl)Cl.CN(C)C=O.CN(C)C=O.CN(C)C=O.CN(C)C=O

=====

Record 2
Here is C22H52F6N2O4PPdSbSi3 as an isolated structure from the Open Molecules 2025 dataset. Energies are from wB97M-V/def2-TZVPD.

Structure (ORCA input):
```
! RIJCOSX wB97M-V def2-TZVPD def2/J DEFGRID3
* xyz 3 6
Pd 0.545 -0.310 0.181
C -0.320 -4.851 0.627
O 0.178 -3.551 0.269
Si 0.948 -3.357 -1.179
C 2.471 -4.414 -1.248
C -0.205 -3.824 -2.559
C 1.428 -1.475 -1.106
Si 3.286 -0.913 -0.592
C 3.186 -1.641 1.148
C 3.620 0.892 -0.456
C 4.531 -1.743 -1.684
Si 1.158 -0.608 -3.411
C 0.870 0.605 -5.748
C 2.008 -1.977 -4.287
C -0.648 -0.359 -3.212
H 0.375 -5.640 0.339
H -1.280 -5.039 0.145
H -0.457 -4.899 1.702
H 2.200 -5.400 -0.861
H 3.297 -4.050 -0.637
H 2.826 -4.582 -2.266
H -0.631 -4.796 -2.289
H 0.306 -3.981 -3.507
H -1.042 -3.145 -2.716
H 2.819 -0.902 1.869
H 4.208 -1.884 1.458
H 2.592 -2.552 1.240
H 2.905 1.445 0.151
H 3.720 1.391 -1.415
H 4.590 0.959 0.052
H 4.258 -2.716 -2.084
H 5.436 -1.877 -1.083
H 4.801 -1.084 -2.512
H 1.920 0.781 -5.938
H 0.273 1.417 -5.351
H 0.375 -0.192 -6.286
H 2.521 -2.677 -3.628
H 2.766 -1.537 -4.941
H 1.294 -2.524 -4.901
H -0.860 0.705 -3.097
H -1.032 -0.888 -2.340
H -1.148 -0.744 -4.104
C -4.353 -2.072 0.043
C -3.035 -2.795 -0.022
O -2.152 -2.477 1.124
P -1.303 -1.194 1.279
O -0.422 -1.372 2.558
C -0.320 -2.435 3.591
C -1.470 -2.361 4.556
O -2.235 0.044 1.456
C -3.242 0.109 2.545
C -4.179 1.243 2.241
H -4.975 -2.427 -0.781
H -4.238 -0.994 -0.069
H -4.881 -2.300 0.968
H -2.477 -2.569 -0.932
H -3.168 -3.870 0.056
H 0.639 -2.230 4.058
H -0.273 -3.380 3.065
H -1.515 -1.389 5.044
H -1.329 -3.115 5.332
H -2.417 -2.575 4.060
H -2.691 0.262 3.471
H -3.759 -0.847 2.582
H -3.643 2.191 2.193
H -4.917 1.314 3.041
H -4.707 1.084 1.303
N 0.247 1.761 1.677
C -0.072 2.840 1.939
N -0.450 4.058 2.304
C 0.480 4.938 3.005
C 0.674 6.219 2.153
C -0.670 6.873 1.874
C -1.625 5.920 1.172
C -1.767 4.582 1.944
H 1.406 4.400 3.188
H -0.001 5.213 3.949
H 1.191 5.951 1.228
H 1.329 6.870 2.731
H -0.514 7.745 1.236
H -1.111 7.242 2.804
H -1.288 5.694 0.164
H -2.628 6.341 1.112
H -2.296 3.825 1.372
H -2.279 4.781 2.893
F 0.570 1.307 -1.110
Sb 0.983 3.394 -1.962
F -0.138 3.757 -0.471
F -0.427 2.795 -3.153
F 0.720 5.143 -2.553
F 2.134 0.614 -3.136
F 2.509 3.829 -0.864
*
```

Computed properties:
LUMO energy (spin up / spin down)	-10.15 / -12.05	eV
⟨S²⟩	8.78
HOMO-LUMO gap (spin up / spin down)	0.238 / 0.219	hartree

=====

Record 3
Here is C22H52N2NiO6 as an isolated structure at a distorted geometry from the Open Molecules 2025 dataset. Energies are from wB97M-V/def2-TZVPD.

Structure (ORCA input):
```
! RIJCOSX wB97M-V def2-TZVPD def2/J DEFGRID3
* xyz 0 3
Ni 2.342 -12.367 14.117
C 1.177 -7.324 14.359
C 0.696 -8.110 13.043
C 0.257 -6.967 12.027
C 1.383 -6.343 11.190
C 2.253 -7.456 10.603
C 2.820 -8.505 11.602
N 1.769 -9.045 12.514
O 2.102 -10.284 13.264
C 3.913 -7.771 12.452
C 3.449 -9.673 10.769
C -0.684 -8.913 13.326
H 1.696 -8.007 15.031
H 0.261 -6.932 14.801
H 1.804 -6.439 14.250
H -0.376 -6.182 12.441
H -0.387 -7.441 11.286
H 1.949 -5.635 11.795
H 0.985 -5.792 10.337
H 3.035 -6.789 10.240
H 1.709 -7.904 9.772
H 4.594 -7.207 11.814
H 4.497 -8.311 13.196
H 3.674 -6.918 13.088
H 2.718 -10.436 10.503
H 4.323 -10.160 11.202
H 3.761 -9.235 9.821
H -1.342 -8.309 13.950
H -0.516 -9.790 13.951
H -1.023 -9.204 12.332
C 3.460 -17.153 14.277
C 2.004 -16.661 13.947
C 0.981 -17.766 13.872
C 0.255 -18.220 15.186
C -0.159 -17.002 15.983
C 0.846 -15.859 16.258
N 1.581 -15.582 14.989
O 2.300 -14.315 14.976
C 1.793 -16.194 17.337
C 0.075 -14.658 16.749
C 2.035 -16.096 12.505
H 3.522 -17.502 15.308
H 4.150 -16.311 14.227
H 3.786 -17.941 13.598
H 1.468 -18.649 13.457
H 0.191 -17.540 13.155
H 0.986 -18.736 15.809
H -0.651 -18.803 15.023
H -0.651 -17.258 16.922
H -1.017 -16.559 15.478
H 1.325 -16.895 18.028
H 2.038 -15.349 17.982
H 2.777 -16.582 17.074
H -0.627 -14.402 15.955
H 0.707 -13.788 16.931
H -0.545 -14.844 17.625
H 2.761 -15.311 12.293
H 1.080 -15.603 12.321
H 2.125 -16.985 11.880
C 0.875 -10.369 16.305
O 1.051 -11.580 15.615
H 1.848 -9.918 16.111
H 0.010 -9.871 15.866
H 0.666 -10.459 17.371
H 0.274 -12.105 15.822
C 5.166 -13.061 12.565
O 3.817 -12.552 12.612
H 5.181 -14.097 12.226
H 5.724 -12.344 11.964
H 5.489 -13.056 13.607
H 3.667 -11.964 11.869
C -0.675 -13.515 13.131
O 0.656 -13.150 12.961
H -1.083 -13.357 14.130
H -1.231 -12.915 12.411
H -0.810 -14.529 12.757
H 0.725 -13.199 12.005
C 4.736 -10.652 15.358
O 3.750 -11.642 15.605
H 5.132 -10.697 14.343
H 4.350 -9.633 15.392
H 5.526 -10.740 16.104
H 3.703 -11.691 16.562
*
```

Computed properties:
LUMO energy (spin up / spin down)	0.48 / 0.47	eV
⟨S²⟩	2.01
HOMO-LUMO gap (spin up / spin down)	0.226 / 0.225	hartree